DFT (ωB97M-V/def2-TZVPD) results for the molecule C3H6ClNS in a non-equilibrium geometry.

Properties
SMILES string: CNC(=S)CCl
LUMO: 0.71 eV
Gap between HOMO and LUMO: 9.112 eV

The geometry in ORCA input format:
```
! wB97M-V def2-TZVPD RIJCOSX def2/J DEFGRID3
* xyz 0 1
C 1.267 1.439 -0.093
N 0.098 0.564 -0.035
C 0.073 -0.750 -0.045
S 1.461 -1.697 -0.193
C -1.303 -1.459 0.157
Cl -2.651 -0.330 -0.214
H 1.113 2.211 -0.856
H 1.337 2.149 0.809
H 2.181 0.881 -0.175
H -0.806 0.987 -0.024
H -1.387 -2.257 -0.586
H -1.382 -1.737 1.255
*
```

=====

DFT (ωB97M-V/def2-TZVPD) results for a structure of composition C20H17N3PdS3Sb.

Properties
LUMO: 2.36 eV
Gap between HOMO and LUMO: 6.218 eV

The geometry in ORCA input format:
```
! wB97M-V def2-TZVPD RIJCOSX def2/J DEFGRID3
* xyz -1 1
Pd 0.529 -0.620 -0.794
S -0.141 3.837 -0.905
C 0.947 3.357 -2.128
C 1.170 2.011 -2.092
C 0.441 1.334 -1.066
C -0.320 2.211 -0.343
C -1.233 1.914 0.782
C -2.312 2.748 1.087
C -3.156 2.398 2.123
C -2.916 1.227 2.828
C -1.813 0.472 2.465
N -0.982 0.804 1.481
H 1.366 4.082 -2.808
H 1.811 1.499 -2.796
H -2.502 3.637 0.500
H -4.005 3.026 2.365
H -3.562 0.901 3.632
H -1.581 -0.450 2.989
S -1.301 -1.166 -2.105
C -1.165 -2.315 -0.802
C -2.189 -2.419 0.158
C -2.007 -3.072 1.360
C -3.084 -3.114 2.314
N -3.953 -3.117 3.069
C -0.739 -3.615 1.657
C 0.275 -3.533 0.733
C 0.116 -2.941 -0.555
S 1.429 -3.017 -1.699
C -0.475 -4.232 2.932
N -0.244 -4.710 3.953
H -3.133 -1.933 -0.046
H 1.239 -3.963 0.969
C 4.286 0.000 -0.501
Sb 2.555 -0.275 0.696
C 2.753 1.424 1.953
C 3.305 -1.782 1.981
H 5.128 0.349 0.095
H 4.059 0.721 -1.284
H 4.517 -0.959 -0.963
H 3.801 1.556 2.221
H 2.154 1.296 2.853
H 2.388 2.297 1.412
H 4.250 -1.450 2.411
H 3.462 -2.675 1.377
H 2.594 -2.004 2.775
*
```

=====

DFT (ωB97M-V/def2-TZVPD) results for a structure of composition C7H14NO2P in a non-equilibrium geometry.

Properties
LUMO: 0.53 eV
Gap between HOMO and LUMO: 5.738 eV

The geometry in ORCA input format:
```
! wB97M-V def2-TZVPD RIJCOSX def2/J DEFGRID3
* xyz 0 1
O -0.314 0.900 2.452
O 1.983 -0.230 1.864
N -0.104 -0.334 -0.197
P 0.519 0.076 1.364
C 0.579 0.991 3.573
C 1.994 0.545 3.071
C 0.859 -0.552 -1.267
C -1.340 0.376 -0.488
C 0.135 -1.219 -2.451
C -2.037 -0.255 -1.671
C -1.052 -0.359 -2.852
H 0.209 0.309 4.366
H 0.624 2.009 4.007
H 2.546 -0.014 3.888
H 2.565 1.427 2.867
H 1.303 0.376 -1.560
H 1.732 -1.127 -0.911
H -2.027 0.296 0.368
H -1.193 1.454 -0.727
H -0.221 -2.209 -2.180
H 0.807 -1.375 -3.283
H -2.378 -1.264 -1.416
H -2.920 0.358 -1.940
H -1.550 -0.826 -3.696
H -0.720 0.647 -3.180
*
```

=====

DFT (ωB97M-V/def2-TZVPD) results for a cluster of 5 separate species, C23H60N4O8 in total in a non-equilibrium geometry.

Properties
LUMO (alpha / beta): -2.52 / -7.69 eV
Gap between HOMO and LUMO (alpha / beta): 7.366 / 2.198 eV

The geometry in ORCA input format:
```
! wB97M-V def2-TZVPD RIJCOSX def2/J DEFGRID3
* xyz 1 2
C -0.444 2.587 2.633
O 0.336 3.701 3.055
C 0.404 4.158 4.404
C 1.642 5.100 4.412
N 1.105 6.316 3.789
C 2.183 7.039 3.238
C 3.215 7.653 4.258
O 2.752 8.843 4.887
C 1.813 8.567 5.968
H -0.413 1.623 3.141
H -0.385 2.319 1.578
H -1.507 2.826 2.641
H 0.748 3.362 5.065
H -0.437 4.713 4.818
H 2.551 4.718 3.948
H 1.830 5.211 5.480
H 0.402 5.955 3.160
H 1.727 7.955 2.862
H 2.681 6.611 2.368
H 4.156 7.832 3.738
H 3.566 7.022 5.075
H 1.745 9.541 6.454
H 2.206 7.946 6.773
H 0.802 8.222 5.753
C -2.882 -4.922 0.226
O -2.811 -4.362 1.572
C -2.235 -2.982 1.713
C -2.632 -2.233 2.996
N -4.031 -1.648 2.884
C -5.034 -2.699 2.683
C -6.435 -2.134 2.961
O -6.459 -1.476 4.176
C -7.714 -1.120 4.757
H -3.628 -4.308 -0.279
H -3.265 -5.937 0.336
H -2.044 -4.926 -0.472
H -2.545 -2.351 0.881
H -1.151 -3.025 1.608
H -1.949 -1.416 3.231
H -2.640 -2.873 3.878
H -4.432 -1.032 3.577
H -4.869 -3.496 3.407
H -4.985 -3.166 1.699
H -7.241 -2.824 2.713
H -6.495 -1.353 2.203
H -8.498 -0.947 4.020
H -7.569 -0.169 5.269
H -7.972 -1.910 5.463
C 9.086 -4.193 -7.960
O 9.098 -2.789 -7.588
C 8.833 -2.560 -6.200
C 7.388 -2.329 -5.798
N 7.131 -1.968 -4.290
C 5.814 -1.463 -4.352
C 5.226 -1.221 -2.943
O 3.935 -0.604 -2.876
C 2.889 -1.569 -2.900
H 9.464 -4.345 -8.972
H 8.047 -4.516 -8.022
H 9.641 -4.806 -7.250
H 9.250 -1.611 -5.862
H 9.411 -3.249 -5.584
H 6.788 -3.209 -6.031
H 6.750 -1.634 -6.343
H 6.956 -2.821 -3.777
H 5.053 -2.111 -4.788
H 5.700 -0.522 -4.890
H 5.887 -0.491 -2.476
H 5.430 -2.072 -2.293
H 2.094 -0.955 -3.323
H 2.558 -1.900 -1.916
H 2.981 -2.460 -3.521
C 0.107 -0.535 -0.233
O -0.760 0.580 -0.055
H -0.306 -1.409 0.269
H 0.187 -0.748 -1.299
H 1.106 -0.291 0.129
H -1.680 0.354 -0.209
C -2.607 -1.909 -2.548
C -3.399 -0.583 -2.271
C -4.911 -0.586 -2.773
O -5.848 -1.165 -1.858
C -7.022 -1.700 -2.555
N -3.311 -0.199 -0.862
H -3.072 -2.777 -2.081
H -1.633 -1.979 -2.064
H -2.460 -1.996 -3.624
H -2.878 0.187 -2.839
H -4.962 -0.939 -3.803
H -5.406 0.337 -3.075
H -6.806 -2.582 -3.159
H -7.476 -0.944 -3.196
H -7.803 -1.941 -1.834
H -3.893 0.626 -0.821
H -3.734 -0.912 -0.285
*
```

=====

DFT (ωB97M-V/def2-TZVPD) results for a cluster of 2 separate species, C3H11NO in total in a non-equilibrium geometry.

Properties
SMILES string: CC(C)N.O
LUMO: 0.82 eV
Gap between HOMO and LUMO: 10.302 eV

The geometry in ORCA input format:
```
! wB97M-V def2-TZVPD RIJCOSX def2/J DEFGRID3
* xyz 0 1
C -1.653 -0.816 1.467
C -0.180 -0.473 1.102
C -0.270 0.877 0.369
N 0.602 -0.687 2.325
H -2.315 -1.113 0.784
H -1.608 -1.803 2.095
H -1.950 0.037 2.253
H 0.146 -1.262 0.281
H 0.735 1.229 0.034
H -0.997 0.703 -0.434
H -0.692 1.676 0.904
H 0.180 -0.080 3.056
H 1.561 -0.358 2.275
O 1.268 0.751 -4.550
H 2.121 0.475 -4.257
H 1.081 1.767 -4.490
*
```

=====

In eV, the energy above the lowest of the compared OMol25 structures with the same formula, charge and spin values for the records above are, in order, 0.476 1.628 4.339 1.233 1.516.